Record 1
83
Properties=species:S:1:pos:R:3 method="wB97M-V/def2-TZVPD" multiplicity=2 largest_force_ev_per_a=5.5 gap_ev="8.5008 / 3.9913"
Pb 0.890 0.082 0.630
O -1.474 8.836 2.025
C -0.738 8.051 1.418
O -0.408 6.759 1.641
B 0.636 6.225 0.797
O 0.894 7.295 -0.107
C 0.140 8.398 0.113
O 0.000 9.350 -0.610
O 0.225 4.965 0.127
C 0.795 4.016 0.666
O 0.741 2.844 0.301
C 1.754 4.494 1.669
O 1.800 5.803 1.618
O 2.536 3.834 2.276
O -7.212 -4.650 -0.499
C -6.109 -4.300 -0.939
O -4.919 -4.560 -0.331
B -3.813 -3.808 -1.066
O -4.420 -3.548 -2.418
C -5.787 -3.682 -2.364
O -6.670 -3.360 -3.205
O -3.311 -2.632 -0.321
C -1.926 -2.679 -0.242
O -1.108 -1.849 0.130
C -1.542 -4.020 -0.801
O -2.604 -4.664 -1.159
O -0.357 -4.493 -0.824
B 3.395 0.807 -0.022
H 3.331 -0.006 0.685
H 3.642 1.716 0.505
H 4.206 0.592 -0.700
H 2.489 0.916 -0.598
C 3.756 -2.511 -1.965
C 2.243 -2.022 -2.048
C 1.423 -2.829 -3.084
O 0.066 -2.446 -3.114
C -0.663 -2.884 -4.248
N 1.611 -2.154 -0.724
H 4.270 -2.258 -2.893
H 3.798 -3.598 -1.905
H 4.268 -2.085 -1.102
H 2.177 -1.009 -2.445
H 1.513 -3.904 -2.928
H 1.913 -2.530 -4.011
H -0.261 -3.644 -4.919
H -0.692 -2.025 -4.919
H -1.712 -2.915 -3.955
H 2.093 -2.977 -0.392
H 0.744 -2.567 -1.038
C -2.284 0.303 -3.016
C -1.445 0.823 -1.827
C -2.416 0.996 -0.530
O -1.618 0.928 0.664
C -2.239 1.435 1.871
N -0.153 0.038 -1.784
H -3.048 1.069 -3.147
H -2.648 -0.708 -2.832
H -1.615 0.262 -3.876
H -1.048 1.815 -2.044
H -3.298 0.362 -0.433
H -2.887 1.979 -0.535
H -3.024 0.774 2.237
H -2.615 2.451 1.743
H -1.491 1.426 2.663
H -0.474 -0.860 -2.118
H 0.400 0.475 -2.508
C 1.878 1.136 5.213
C 2.050 0.508 3.842
C 1.572 -0.956 3.845
O 1.771 -1.401 2.516
C 2.049 -2.762 2.330
N 1.231 1.332 2.965
H 2.439 0.550 5.941
H 0.817 1.146 5.463
H 2.291 2.144 5.205
H 3.020 0.510 3.345
H 0.513 -1.016 4.094
H 1.982 -1.609 4.615
H 1.173 -3.407 2.401
H 2.645 -3.192 3.135
H 2.692 -2.801 1.451
H 1.697 2.223 2.870
H 0.463 1.650 3.538

Record 2
65
Properties=species:S:1:pos:R:3 method="wB97M-V/def2-TZVPD" total_charge=+1 multiplicity=2 largest_force_ev_per_a=2.2 gap_ev="7.6168 / 5.7817"
Cu 0.782 -0.434 0.187
P 2.056 0.756 -1.148
C 1.904 -0.256 -2.621
C 1.259 -1.533 -2.369
N 0.338 -1.570 -1.351
C -0.741 -2.361 -1.490
C -0.763 -3.370 -2.462
C 0.328 -3.535 -3.314
C 1.365 -2.615 -3.262
C -1.934 -2.148 -0.551
P -3.219 -0.972 -1.079
H 2.229 -2.636 -3.919
H -1.622 -4.043 -2.499
H 0.361 -4.358 -4.027
H -2.441 -3.121 -0.434
H -1.583 -1.804 0.439
H 0.776 0.395 -3.487
H 2.738 -0.258 -3.332
H -1.049 1.331 -2.928
O -0.135 0.722 -3.925
H 0.096 1.160 -4.758
H -2.651 0.263 -1.481
O -1.577 1.687 -2.098
H -2.176 2.384 -2.409
C -4.156 -1.553 -2.499
H -4.469 -2.597 -2.354
H -5.039 -0.913 -2.653
H -3.526 -1.475 -3.397
C -4.245 -0.615 0.351
H -4.407 0.472 0.391
H -5.210 -1.130 0.256
H -3.746 -0.931 1.278
C 3.808 1.048 -0.795
H 4.374 1.286 -1.707
H 3.876 1.893 -0.097
H 4.242 0.166 -0.313
C 1.486 2.395 -1.690
H 1.859 3.133 -0.973
H 1.885 2.613 -2.691
H 0.385 2.421 -1.711
C -1.097 -1.914 3.071
Si 0.411 -0.820 3.273
C 0.118 0.202 4.807
C 1.966 -1.839 3.380
N 0.555 0.288 1.912
C 0.852 1.628 1.988
C 0.104 2.576 1.224
C 0.421 3.927 1.253
C 1.536 4.376 1.970
C 2.316 3.465 2.695
C 1.967 2.119 2.738
H -1.208 -2.528 3.978
H -1.017 -2.602 2.221
H -2.012 -1.314 2.968
H -0.125 -0.462 5.648
H 0.990 0.809 5.082
H -0.729 0.885 4.651
H 2.010 -2.588 2.579
H 2.862 -1.212 3.306
H 1.998 -2.367 4.343
H -0.723 2.199 0.612
H -0.206 4.640 0.711
H 1.807 5.431 1.956
H 3.194 3.810 3.241
H 2.555 1.395 3.315

Record 3
88
Properties=species:S:1:pos:R:3 method="wB97M-V/def2-TZVPD" total_charge=+6 multiplicity=2 largest_force_ev_per_a=11.2 gap_ev="2.9114 / 2.6389"
Zr 7.097 11.330 -16.071
Zr 4.676 10.254 -10.456
O 3.944 11.136 -12.392
C 3.273 11.537 -13.554
C 3.663 11.077 -14.937
O 4.920 11.312 -15.555
H 3.379 12.621 -13.533
H 2.218 11.267 -13.570
H 2.907 11.402 -15.651
H 3.628 9.988 -14.892
C 3.468 8.055 -17.795
C 3.156 7.186 -16.525
N 1.698 7.077 -16.237
C 0.873 6.018 -16.643
C -0.352 6.033 -15.962
N -0.252 6.990 -15.042
C 0.953 7.750 -15.269
C -1.276 7.042 -13.998
H 3.186 7.596 -18.743
H 4.530 8.277 -17.899
H 2.820 8.928 -17.719
H 3.571 7.667 -15.640
H 3.730 6.260 -16.486
H 1.298 5.238 -17.258
H -1.159 5.326 -16.087
H 1.321 8.567 -14.665
H -2.217 7.178 -14.530
H -0.970 7.908 -13.411
H -1.150 6.144 -13.394
C -1.265 15.667 -20.370
C -1.879 14.789 -19.307
N -0.822 14.068 -18.565
C -0.868 12.716 -18.085
C 0.310 12.556 -17.423
N 1.070 13.732 -17.410
C 0.475 14.518 -18.316
C 2.358 14.097 -16.754
H -1.994 15.881 -21.151
H -0.551 15.098 -20.965
H -0.932 16.608 -19.932
H -2.284 14.035 -19.982
H -2.760 15.122 -18.759
H -1.772 12.149 -18.251
H 0.580 11.774 -16.729
H 0.884 15.464 -18.641
H 2.330 15.180 -16.634
H 3.209 13.729 -17.328
H 2.335 13.840 -15.695
C -1.606 15.989 -15.358
C -1.854 15.861 -13.774
N -0.882 15.027 -13.137
C 0.456 15.268 -13.023
C 1.040 14.142 -12.357
N 0.023 13.209 -12.239
C -1.154 13.760 -12.685
C 0.145 11.924 -11.625
H -1.354 14.988 -15.707
H -0.715 16.570 -15.593
H -2.292 16.471 -16.055
H -2.879 15.530 -13.612
H -1.785 16.860 -13.344
H 0.892 16.092 -13.568
H 2.024 14.057 -11.922
H -2.136 13.314 -12.744
H 1.025 11.772 -10.999
H 0.224 11.167 -12.405
H -0.791 11.732 -11.100
N 4.311 15.962 -10.385
S 5.103 15.989 -8.919
O 6.502 16.259 -8.757
O 4.518 15.288 -7.793
F 4.432 17.441 -8.621
S 5.113 14.892 -11.018
O 4.914 13.512 -10.499
O 6.461 15.300 -11.441
F 4.210 14.870 -12.362
N 1.526 8.634 -10.806
O 1.130 7.910 -11.668
O 2.635 9.125 -10.728
O 0.729 8.915 -9.957
N 7.203 11.515 -12.509
O 6.657 10.813 -11.715
O 7.861 12.369 -12.043
O 7.168 11.334 -13.724
N 6.871 7.999 -15.175
O 7.463 7.791 -14.174
O 6.286 7.181 -15.882
O 7.014 9.166 -15.580

Record 4
68
Properties=species:S:1:pos:R:3 method="wB97M-V/def2-TZVPD" largest_force_ev_per_a=0.8 gap_ev=9.7806
C -0.755 -1.232 0.425
C -0.742 -0.037 0.469
C -0.636 1.418 0.452
C 0.639 1.822 -0.303
C 1.903 1.638 0.521
O 2.333 0.266 0.632
S 3.895 -0.029 0.275
O 4.256 -1.128 1.123
O 3.807 -0.742 -1.213
C 2.758 -0.358 -2.102
C 2.933 -1.082 -3.415
C 2.323 -2.490 -3.377
I 3.641 -3.995 -4.125
H -0.726 -2.285 0.308
H -1.493 1.777 -0.113
H -0.652 1.809 1.461
H 0.586 2.873 -0.578
H 0.677 1.234 -1.212
H 1.697 1.994 1.528
H 2.715 2.246 0.123
H 2.764 0.719 -2.276
H 1.800 -0.621 -1.661
H 3.972 -1.102 -3.723
H 2.406 -0.508 -4.175
H 2.016 -2.744 -2.370
H 1.452 -2.544 -4.013
O -1.751 1.088 3.301
C -2.425 0.284 3.891
O -3.371 -0.377 3.210
C -4.107 -1.477 3.760
C -5.326 -1.019 4.530
C -2.281 0.064 5.379
H -3.453 -2.116 4.355
H -4.412 -2.059 2.892
H -5.053 -0.423 5.402
H -5.905 -1.878 4.869
H -5.963 -0.408 3.891
H -2.922 0.777 5.896
H -1.248 0.264 5.650
H -2.532 -0.941 5.707
O 7.210 -1.014 -5.707
C 7.530 -1.049 -4.552
O 7.064 -0.092 -3.723
C 7.241 -0.145 -2.302
C 8.571 0.435 -1.871
C 8.502 -2.078 -4.020
H 7.092 -1.160 -1.932
H 6.425 0.451 -1.906
H 9.409 -0.142 -2.262
H 8.641 0.446 -0.783
H 8.672 1.457 -2.238
H 9.515 -1.698 -4.147
H 8.392 -2.980 -4.616
H 8.347 -2.342 -2.977
O -8.277 -0.151 2.673
C -8.092 0.476 1.667
O -6.825 0.602 1.225
C -6.486 1.173 -0.042
C -6.350 2.679 0.032
C -9.212 1.181 0.938
H -7.197 0.860 -0.808
H -5.528 0.723 -0.296
H -7.294 3.157 0.295
H -6.022 3.076 -0.929
H -5.617 2.951 0.791
H -9.334 2.174 1.369
H -10.126 0.618 1.103
H -9.058 1.276 -0.134

Record 5
72
Properties=species:S:1:pos:R:3 method="wB97M-V/def2-TZVPD" total_charge=+2 multiplicity=2 largest_force_ev_per_a=1.2 gap_ev="9.1453 / 9.6363"
Mn 0.640 0.694 -1.487
C -2.432 1.896 -1.966
C -2.168 0.951 -3.101
O -1.339 -0.073 -2.548
C -1.382 -1.334 -3.216
C -0.651 -2.281 -2.302
O 0.599 -1.689 -1.940
C 1.714 -2.230 -2.646
C 2.874 -1.344 -2.304
O 2.527 0.028 -2.551
C 2.424 0.353 -3.944
C 2.331 1.840 -4.024
O 1.224 2.217 -3.199
C 1.282 3.586 -2.778
C 1.915 3.628 -1.409
O 1.221 2.745 -0.521
C 0.144 3.318 0.219
C -1.136 3.365 -0.589
O -1.156 2.186 -1.392
H -3.070 1.431 -1.211
H -2.909 2.807 -2.331
H -1.643 1.448 -3.920
H -3.107 0.534 -3.469
H -0.915 -1.259 -4.202
H -2.417 -1.661 -3.339
H -0.501 -3.247 -2.784
H -1.217 -2.428 -1.383
H 1.515 -2.234 -3.722
H 1.912 -3.254 -2.323
H 3.758 -1.623 -2.877
H 3.099 -1.402 -1.241
H 1.526 -0.103 -4.373
H 3.301 -0.008 -4.483
H 2.167 2.161 -5.054
H 3.251 2.291 -3.643
H 0.263 3.963 -2.771
H 1.863 4.184 -3.481
H 1.924 4.646 -1.014
H 2.941 3.263 -1.449
H 0.408 4.319 0.565
H 0.019 2.672 1.087
H -1.191 4.243 -1.235
H -1.992 3.386 0.090
C -2.515 -4.769 4.866
C -2.409 -3.469 5.650
S -2.303 -2.029 4.601
O -2.898 -2.289 3.307
O -2.746 -0.878 5.346
C -0.554 -1.775 4.243
C -0.429 -0.307 3.815
N 0.451 -0.140 2.648
C 0.006 -0.106 1.378
N 1.018 0.138 0.538
C 2.146 0.276 1.299
C 1.805 0.099 2.594
N 2.671 0.107 3.744
O 2.225 -0.354 4.775
O 3.760 0.605 3.584
C -1.415 -0.332 0.999
H -2.768 -5.582 5.544
H -1.576 -5.021 4.372
H -3.294 -4.696 4.110
H -1.531 -3.424 6.296
H -3.292 -3.259 6.255
H -0.331 -2.452 3.419
H 0.071 -2.007 5.103
H -0.069 0.302 4.636
H -1.399 0.087 3.525
H 3.125 0.467 0.893
H -2.080 0.393 1.474
H -1.762 -1.315 1.326
H -1.524 -0.254 -0.080

Record 6
76
Properties=species:S:1:pos:R:3 method="wB97M-V/def2-TZVPD" smiles=ClCCCl.ClCCCl.ClCCCl.ClCCCl.ClCCCl.ClCCCl.ClCCCl.ClCCCl.CC#N.CC#N relative_energy_kcal_mol=58.6 largest_force_ev_per_a=6.2 gap_ev=10.6288
Cl 4.356 3.308 -1.780
C 5.491 3.531 -0.511
C 6.827 4.114 -1.023
Cl 6.549 5.642 -1.958
H 5.713 2.514 -0.187
H 5.035 4.137 0.272
H 7.363 3.442 -1.693
H 7.426 4.435 -0.171
Cl 0.986 -9.097 -2.872
C 0.528 -7.537 -3.582
C -0.670 -7.004 -2.815
Cl -2.268 -7.735 -3.312
H 0.233 -7.780 -4.603
H 1.366 -6.842 -3.629
H -0.793 -5.947 -3.054
H -0.496 -7.081 -1.742
Cl -1.374 7.037 1.621
C -2.343 7.823 2.881
C -3.344 8.768 2.187
Cl -2.419 10.118 1.541
H -1.657 8.384 3.515
H -2.932 7.181 3.537
H -4.033 9.180 2.925
H -3.847 8.273 1.356
Cl -2.585 -2.087 5.429
C -3.138 -1.266 6.896
C -4.117 -0.044 6.501
Cl -4.430 1.085 7.845
H -2.244 -0.824 7.335
H -3.582 -2.017 7.550
H -5.051 -0.501 6.174
H -3.738 0.471 5.618
Cl 4.601 -0.129 7.923
C 3.848 -1.415 6.897
C 3.635 -0.809 5.455
Cl 2.547 0.597 5.409
H 2.904 -1.759 7.319
H 4.507 -2.284 6.905
H 3.422 -1.576 4.711
H 4.571 -0.397 5.078
Cl -3.294 4.402 -4.340
C -3.207 6.217 -4.137
C -3.337 6.873 -5.512
Cl -2.937 8.602 -5.325
H -2.287 6.467 -3.609
H -4.035 6.508 -3.491
H -4.306 6.796 -6.005
H -2.565 6.385 -6.107
Cl 5.055 -6.151 3.067
C 3.901 -7.536 2.828
C 2.536 -7.084 3.463
Cl 2.661 -6.570 5.168
H 4.211 -8.484 3.269
H 3.904 -7.755 1.761
H 1.718 -7.794 3.345
H 2.178 -6.213 2.915
Cl -5.789 -1.868 -5.318
C -7.221 -0.942 -4.882
C -7.628 -0.111 -6.106
Cl -8.034 -1.119 -7.531
H -7.009 -0.353 -3.990
H -8.042 -1.587 -4.570
H -6.828 0.581 -6.371
H -8.478 0.531 -5.875
C -0.883 -0.076 -0.350
C 0.135 -1.009 -0.434
N 0.959 -1.842 -0.485
H -1.247 -0.196 0.670
H -1.673 -0.317 -1.061
H -0.496 0.938 -0.455
C 5.966 -1.787 -4.786
C 5.711 -3.007 -5.565
N 5.478 -3.977 -6.199
H 6.359 -1.027 -5.461
H 6.657 -2.053 -3.986
H 5.017 -1.347 -4.480